No. 1
# C6H12N3O

An isolated ion of composition C6H12N3O and charge +1 (ωB97M-V/def2-TZVPD, OMol25).

Calculated values
- E_HOMO (eV) = -12.547
- SMILES string = C=C1N(C)[C@@]1(C)/[NH+]=C/NO
- strongest force on any atom (eV Å⁻¹) = 3.72
- total charge = +1
- orbital gap (Eh) = 0.32496
- energy above the lowest of the compared OMol25 structures with the same formula, charge and spin (kcal per mole) = 137.97

XYZ file:
```
22
C6H12N3O, DFT ωB97M-V/def2-TZVPD
C 1.4855 1.9343 -1.0068
C 1.0365 0.8169 -0.4690
N 0.9521 0.1617 0.7445
C 2.1080 -0.1312 1.5823
C 0.3864 -0.4699 -0.4606
C 0.8506 -1.8117 -0.9984
N -1.1560 -0.3633 -0.4115
C -1.6865 0.3962 0.5438
N -3.0006 0.7489 0.5389
O -3.7886 -0.0063 -0.3902
H 2.0733 2.5806 -0.3598
H 1.3950 2.1415 -2.0261
H 2.6385 0.8052 1.8308
H 1.7487 -0.5634 2.5108
H 2.7065 -0.8916 1.0364
H 0.6988 -1.6782 -2.1095
H 0.1813 -2.7370 -0.6669
H 1.9399 -2.0361 -0.7489
H -1.8386 -0.5801 -1.1674
H -0.9845 0.5886 1.3400
H -3.2712 0.5616 1.5272
H -4.4753 0.5331 -0.8396
```

=====

No. 2
# C10H10N2O2

A 2-piece molecular cluster, C10H10N2O2 overall (ωB97M-V/def2-TZVPD, OMol25).

Calculated values
- E_HOMO (eV) = -9.079
- SMILES string = O=c1cc[nH]c(=O)[nH]1.c1ccccc1
- strongest force on any atom (eV Å⁻¹) = 6.00
- total charge = 0
- orbital gap (Eh) = 0.33673
- energy above the lowest of the compared OMol25 structures with the same formula, charge and spin (kcal per mole) = 72.24

XYZ file:
```
24
C10H10N2O2, DFT ωB97M-V/def2-TZVPD
O 3.3891 2.4554 -0.1243
C 3.2882 1.2801 0.0394
C 4.1188 0.2056 0.4338
C 3.9511 -1.1156 0.2090
N 2.7513 -1.6338 -0.1870
C 1.8013 -0.7243 -0.5797
O 0.7413 -1.0001 -0.9958
N 2.0761 0.6038 -0.4039
H 5.1043 0.4568 1.0076
H 4.7414 -1.9358 0.2957
H 2.3125 -2.6388 0.0488
H 1.4639 1.0728 -1.3813
C -2.1971 0.5067 1.3349
C -2.3935 1.4882 0.3846
C -3.0885 1.2796 -0.8485
C -3.7415 0.0368 -0.9749
C -3.5749 -0.9273 -0.0163
C -2.8020 -0.7468 1.0965
H -1.5775 0.7167 2.2088
H -1.9568 2.4707 0.4926
H -3.2079 1.9487 -1.7635
H -4.3702 -0.2529 -1.8168
H -4.2310 -1.8525 -0.1797
H -2.5985 -1.6941 1.7197
```

=====

No. 3
# C47H50Cl3N2O3SiZr

C47H50Cl3N2O3SiZr as an isolated structure (ωB97M-V/def2-TZVPD, OMol25).

Calculated values
- E_HOMO (eV) = -10.565
- strongest force on any atom (eV Å⁻¹) = 1.34
- total charge = +1
- orbital gap (Eh) = 0.28268
- energy above the lowest of the compared OMol25 structures with the same formula, charge and spin (kcal per mole) = 13.26

XYZ file:
```
107
C47H50Cl3N2O3SiZr, DFT ωB97M-V/def2-TZVPD
Zr -0.1843 -0.9660 -0.4946
C 0.8344 -5.0883 1.6164
C 1.4251 -3.6987 1.4813
C 0.9809 -2.7043 2.3702
C -0.3159 -2.8866 3.1314
C 1.8213 -1.6279 2.6864
C 1.4811 -0.7917 3.8913
C 2.9894 -1.4244 1.9498
C 3.9376 -0.2854 2.2499
C 3.3091 -2.2927 0.8957
C 4.5671 -2.0097 0.1002
C 2.5519 -3.4546 0.6757
C 3.0003 -4.4923 -0.3335
H -0.2114 -5.1764 1.3315
H 0.9004 -5.3797 2.6679
H 1.3874 -5.8240 1.0400
H -0.8915 -3.7310 2.7646
H -0.9477 -1.9979 3.0504
H -0.1403 -3.0444 4.1987
H 1.8857 -1.2769 4.7863
H 0.4109 -0.6955 4.0343
H 1.8786 0.2154 3.8504
H 4.1039 0.3443 1.3680
H 4.9166 -0.6649 2.5541
H 3.5831 0.3604 3.0467
H 5.4317 -1.9127 0.7600
H 4.5035 -1.0578 -0.4435
H 4.8077 -2.7974 -0.6096
H 3.7827 -5.1370 0.0799
H 3.4060 -4.0394 -1.2367
H 2.1759 -5.1245 -0.6484
O 0.7891 0.2147 0.6432
C 1.2969 1.4900 0.3073
C 2.2750 1.3057 -0.8445
C 1.4437 1.3190 -2.1155
C 1.7657 2.0715 -3.2222
C 0.8336 2.2125 -4.2384
C -0.4198 1.6416 -4.1023
C -0.6859 0.8528 -2.9970
C -2.0286 0.1918 -2.7513
C -2.6694 0.5044 -1.3617
O -1.7645 0.0516 -0.3421
C -2.9246 1.9964 -1.1273
C -2.8393 2.9620 -2.1190
C -3.0498 4.3085 -1.8213
C -3.3402 4.6980 -0.5259
C -3.4518 3.7312 0.4724
C -3.2551 2.3959 0.1694
C -4.0054 -0.2212 -1.2200
C -4.9825 -0.0350 -2.1932
C -6.2155 -0.6572 -2.0825
C -6.4928 -1.4652 -0.9867
C -5.5323 -1.6325 -0.0009
C -4.2957 -1.0069 -0.1140
N 0.2645 0.6610 -2.0660
C 0.7177 2.3518 2.7323
C 1.1985 3.0268 3.8511
C 0.5386 2.9691 5.0745
C -0.6424 2.2568 5.1981
C -1.1426 1.5897 4.0852
C -0.4701 1.6316 2.8738
C 1.3997 2.5524 1.3960
C 2.5977 3.4232 1.3697
C 2.8301 4.2844 0.3780
C 1.8230 4.5308 -0.6627
C 0.6855 3.8337 -0.7043
C 0.4099 2.7132 0.2246
H 3.0437 2.0693 -0.8847
H 2.7546 0.3312 -0.7099
H 2.7199 2.5804 -3.2602
H 1.0654 2.8124 -5.1101
H -1.1865 1.7926 -4.8519
H -2.7243 0.4739 -3.5351
H -1.9128 -0.8954 -2.8169
H -2.6294 2.6896 -3.1447
H -2.9820 5.0483 -2.6104
H -3.4901 5.7447 -0.2924
H -3.6948 4.0218 1.4875
H -3.3476 1.6472 0.9488
H -4.7921 0.6064 -3.0481
H -6.9638 -0.5074 -2.8520
H -7.4554 -1.9534 -0.9003
H -5.7383 -2.2570 0.8597
H -3.5579 -1.1431 0.6643
H 2.0985 3.6213 3.7853
H 0.9452 3.5027 5.9254
H -1.1754 2.2333 6.1412
H -2.0699 1.0321 4.1586
H -0.8858 1.0897 2.0364
H 3.2908 3.3561 2.1982
H 3.7215 4.8996 0.3956
H 1.9769 5.3588 -1.3450
H -0.1218 4.1381 -1.3637
H -0.6375 2.5581 0.4541
C 0.5791 -2.7553 -4.2343
C 1.4611 -2.3261 -3.1176
N 2.7725 -2.4064 -3.2351
O 0.9752 -1.8732 -2.0548
H 1.1421 -3.1126 -5.0934
H -0.0488 -1.9121 -4.5284
H -0.0818 -3.5411 -3.8644
H 3.1975 -2.8013 -4.0567
H 3.3587 -2.1645 -2.4487
Cl -2.8449 -4.4752 0.6665
Si -1.6067 -3.4168 -0.5993
Cl -2.8332 -3.2256 -2.3212
Cl -0.3641 -4.9332 -1.4342
```